19
Properties=species:S:1:pos:R:3:lowdin_spin:R:1 method="wB97M-V/def2-TZVPD" multiplicity=3 charge=0 lumo_ev="0.751 / -2.820" gap_ev="7.148 / 5.868"
C -1.628 0.720 -0.881 0.1887
C -1.540 -0.284 0.009 0.4070
C -0.797 1.926 -0.692 0.3960
C -0.384 -0.469 0.958 0.0553
C 0.339 1.814 0.047 0.4507
C 0.778 0.548 0.561 0.0807
C 2.096 -2.238 0.015 0.0025
N 1.934 0.130 0.844 0.2507
N 0.865 -2.008 -0.152 0.0045
O 0.087 -1.781 0.996 0.0195
O 0.343 -1.886 -1.238 0.0338
Cl 3.334 1.153 0.685 0.0336
H -2.512 0.823 -1.519 0.0024
H -2.196 -1.152 0.084 0.0148
H -1.344 2.708 -1.131 0.0197
H -0.519 -0.120 1.952 0.0208
H 1.049 2.590 0.302 0.0191
H 2.776 -2.505 -0.755 -0.0001
H 2.435 -2.188 1.040 0.0001



19
Properties=species:S:1:pos:R:3:nbo_charge:R:1 method="wB97M-V/def2-TZVPD" charge=0 lumo_ev="-0.630 / -0.582" gap_ev="8.173 / 7.217"
C 3.343 -0.697 -1.990 0.2681
C 1.470 -1.663 -0.759 -0.1061
C 0.314 -1.487 -0.014 -0.3131
C 1.737 0.737 -0.839 0.1066
C 2.189 -0.538 -1.188 -0.2344
C -0.049 -0.176 0.225 0.3105
C -2.452 0.941 0.675 -0.6678
N 4.272 -0.840 -2.646 -0.2858
N 0.617 0.862 -0.152 -0.4851
P -3.284 -0.062 1.929 0.3679
P -1.709 2.523 1.093 0.3437
Cl -3.225 0.911 -0.860 0.0286
H 1.807 -2.653 -1.030 0.2343
H -0.272 -2.326 0.333 0.2332
H 2.263 1.636 -1.137 0.2127
H -3.242 -1.252 1.208 -0.0173
H -2.138 -0.348 2.667 -0.0148
H -0.592 2.390 0.260 0.0435
H -1.048 2.042 2.224 -0.0248



16
Properties=species:S:1:pos:R:3:nbo_charge:R:1 method="wB97M-V/def2-TZVPD" charge=0 lumo_ev=-0.326 gap_ev=8.491
C -1.011 -0.803 1.845 -0.2007
C -0.167 0.245 1.904 -0.2165
C -1.413 -1.338 0.643 -0.2067
C 0.336 0.768 0.687 -0.1499
C -0.932 -0.750 -0.585 -0.1830
C -0.014 0.291 -0.571 -0.1757
C 0.590 1.019 -1.691 -0.1832
S 2.798 0.664 -1.266 -0.2066
Cl 0.297 0.574 -3.318 0.0465
H -1.370 -1.176 2.784 0.2129
H 0.044 0.748 2.865 0.2233
H -2.112 -2.158 0.573 0.2188
H 1.104 1.565 0.635 0.2229
H -1.354 -1.178 -1.476 0.2209
H 0.632 2.187 -1.639 0.2501
H 2.571 -0.656 -1.390 0.1271



25
Properties=species:S:1:pos:R:3:nbo_charge:R:1 method="wB97M-V/def2-TZVPD" smiles="O=C(O)COC(=O)OC(F)(F)F.O=C1OCCO1" charge=0 lumo_ev=0.030 gap_ev=11.080
O -2.165 -2.523 -3.127 -0.5141
C -1.714 -2.796 -2.064 0.7548
O -2.494 -3.230 -1.055 -0.6595
C -0.233 -2.596 -1.734 -0.1751
O -0.050 -1.187 -1.528 -0.4915
C 0.760 -0.831 -0.533 0.9923
O 0.683 -1.164 0.603 -0.5320
O 1.687 0.111 -0.958 -0.5354
C 2.867 -0.387 -1.432 1.1671
F 2.659 -1.404 -2.279 -0.3219
F 3.503 0.584 -2.058 -0.2872
F 3.624 -0.851 -0.445 -0.3058
H -1.977 -3.662 -0.365 0.4880
H 0.073 -3.142 -0.839 0.1959
H 0.368 -2.913 -2.586 0.2249
C -1.094 1.672 2.156 -0.0988
C 0.182 2.411 1.796 -0.0993
O -0.299 3.730 1.530 -0.4908
C -1.472 3.902 2.189 0.9657
O -2.037 4.938 2.309 -0.5641
O -1.905 2.720 2.691 -0.4911
H -0.953 0.892 2.899 0.2064
H -1.593 1.252 1.280 0.1825
H 0.887 2.456 2.628 0.1858
H 0.694 2.017 0.923 0.2032



17
Properties=species:S:1:pos:R:3:nbo_charge:R:1 method="wB97M-V/def2-TZVPD" smiles="C[N+](=O)c1ccccc1F" charge=+1 lumo_ev="-6.798 / -6.805" gap_ev="7.536 / 7.529"
C -0.553 0.330 -1.969 -0.2215
C 0.792 0.696 -2.233 -0.0513
C -0.929 -0.002 -0.706 -0.1367
C 1.765 0.644 -1.279 -0.3042
C 0.061 -0.204 0.300 -0.0217
C 1.488 0.220 0.010 0.5370
C -1.375 -0.559 2.201 -0.4627
N -0.155 -0.732 1.509 0.2660
O 0.849 -1.075 2.115 -0.1927
F 2.354 0.226 0.995 -0.2392
H -1.361 0.444 -2.792 0.2693
H 1.179 0.718 -3.209 0.2476
H -1.974 -0.246 -0.469 0.2465
H 2.781 1.025 -1.485 0.2715
H -1.145 -0.063 3.181 0.2892
H -1.788 -1.524 2.317 0.2654
H -1.989 0.101 1.515 0.2375



17
Properties=species:S:1:pos:R:3:nbo_charge:R:1 method="wB97M-V/def2-TZVPD" smiles="O=C[C@H]1C=CC=C[C@@]1(O)F" charge=0 lumo_ev=0.300 gap_ev=9.337
C -1.048 -0.836 1.517 -0.2449
C -0.384 0.362 1.937 -0.1648
C -0.933 -1.204 0.247 -0.1197
C 0.316 1.127 1.140 -0.2553
C 0.529 -1.055 -1.852 0.4859
C -0.335 -0.384 -0.756 -0.4363
C 0.499 0.847 -0.296 0.5922
O 0.409 -2.148 -2.316 -0.5114
O 0.359 1.855 -1.143 -0.6918
F 1.934 0.452 -0.463 -0.4303
H -1.705 -1.448 2.165 0.2243
H -0.482 0.500 2.961 0.2112
H -1.337 -2.090 -0.160 0.2218
H 1.072 1.732 1.599 0.2166
H 1.223 -0.352 -2.163 0.1315
H -1.053 0.016 -1.438 0.2719
H 0.938 2.625 -0.979 0.4990



18
Properties=species:S:1:pos:R:3:nbo_charge:R:1 method="wB97M-V/def2-TZVPD" charge=+1 lumo_ev=-5.193 gap_ev=7.359
C 3.601 0.030 -0.456 -0.6952
C 2.054 0.363 -0.260 -0.0615
I 1.524 2.376 0.460 0.2192
C 1.008 -0.568 -0.499 -0.3232
I 1.419 -2.600 -1.242 0.2349
C -0.535 -0.245 -0.267 0.2507
C -1.099 0.128 1.154 -0.1641
C -2.621 0.358 1.127 -0.1471
C -3.438 0.266 -0.179 0.0170
N -2.791 -0.078 -1.373 -0.1271
N -1.493 -0.306 -1.316 -0.2667
H 4.209 0.931 -0.841 0.2629
H 3.808 -0.829 -1.174 0.2564
H 4.041 -0.274 0.562 0.2625
H -0.450 0.203 2.082 0.2916
H -3.185 0.619 2.088 0.2705
H -4.570 0.454 -0.214 0.2748
H -1.075 -0.589 -2.230 0.4444



21
Properties=species:S:1:pos:R:3:nbo_charge:R:1 method="wB97M-V/def2-TZVPD" multiplicity=6 charge=+1 lumo_ev="-4.095 / -6.910" gap_ev="6.269 / 6.025"
O 0.232 2.938 -1.084 -0.3543
C 0.262 1.781 -1.113 0.5796
Mn 0.279 -0.056 -1.396 0.1707
C 0.284 -1.886 -1.144 0.5892
O 0.277 -3.046 -1.155 -0.3566
C 0.253 -0.201 -3.273 -0.1780
O 0.180 -1.084 -4.069 -0.2479
C 2.136 -0.036 -1.375 0.5579
O 3.291 -0.041 -1.394 -0.3512
C -1.569 -0.089 -1.473 0.5170
O -2.733 -0.096 -1.428 -0.3706
H 0.347 0.943 -3.379 0.2671
C 0.758 -0.290 3.186 -0.7147
S 0.238 -0.035 1.472 0.1913
C -1.462 0.475 1.734 -0.7445
H 1.792 -0.658 3.169 0.2513
H 0.111 -1.033 3.668 0.2410
H 0.718 0.674 3.706 0.2395
H -1.573 0.798 2.769 0.2556
H -1.694 1.303 1.063 0.2240
H -2.129 -0.359 1.515 0.2339



24
Properties=species:S:1:pos:R:3:nbo_charge:R:1 method="wB97M-V/def2-TZVPD" multiplicity=2 charge=+1 lumo_ev="-4.468 / -5.207" gap_ev="7.204 / 6.447"
Mo -0.457 -0.856 1.234 0.6708
S -3.510 0.940 3.333 -0.5515
Sb -3.862 -1.257 3.024 1.3288
S -1.983 -2.394 2.030 -0.4349
S 0.000 0.183 2.891 0.2057
S -5.450 -2.700 3.521 -0.4749
O 0.564 -0.144 -0.490 -0.5759
N 0.185 1.071 -1.095 -0.0152
C 1.120 1.828 -1.777 0.0412
C 0.892 3.081 -2.128 -0.2261
C -0.389 3.509 -1.987 -0.1292
C -1.362 2.782 -1.425 -0.2160
C -1.042 1.491 -0.865 0.1135
S -2.134 0.521 0.165 0.0382
H 2.025 1.212 -1.852 0.2471
H 1.662 3.651 -2.659 0.2609
H -0.576 4.472 -2.300 0.2361
H -2.286 3.190 -1.208 0.2477
C 3.172 -3.636 0.131 -0.7425
C 1.886 -3.082 0.564 0.5632
N 0.994 -2.448 0.855 -0.4458
H 3.046 -4.678 -0.200 0.2860
H 3.907 -3.667 0.928 0.2884
H 3.598 -3.069 -0.689 0.2844



15
Properties=species:S:1:pos:R:3:nbo_charge:R:1 method="wB97M-V/def2-TZVPD" charge=0 lumo_ev=0.279 gap_ev=6.181
C -1.953 0.195 0.058 -0.1604
C -1.115 0.766 0.973 -0.1883
C 0.220 0.833 0.608 -0.4148
C 0.672 0.357 -0.597 -0.1656
C -0.128 -0.383 -1.395 -0.0948
C 1.819 -0.737 -0.075 -0.3033
C 0.822 -0.853 0.561 0.0391
H -3.028 0.224 0.042 0.2004
H -1.365 1.075 2.023 0.2225
H 0.843 1.413 1.215 0.2360
H 1.668 0.603 -0.843 0.2755
H 0.295 -1.039 -2.167 0.2075
H 2.661 -0.813 -0.662 0.2537
H 0.046 -1.165 1.270 0.2573
N -1.458 -0.478 -1.010 -0.3648



15
Properties=species:S:1:pos:R:3:nbo_charge:R:1 method="wB97M-V/def2-TZVPD" charge=0 lumo_ev=0.317 gap_ev=8.704
C -1.799 -2.504 -2.108 -0.1592
C -1.106 -1.662 -1.579 -0.0690
C -0.577 -0.692 -0.761 -0.0779
C -0.343 -0.337 0.569 0.0616
C 0.079 0.575 -0.442 0.2979
C -0.469 -0.874 1.884 -0.6650
C 1.606 2.457 -0.182 -0.4168
N 0.780 1.469 -0.913 -0.5048
H -2.223 -3.284 -2.722 0.2406
H 0.178 -1.722 1.715 0.2528
H -1.368 -1.272 2.139 0.2389
H -0.173 -0.227 2.654 0.2299
H 1.120 3.307 0.068 0.1884
H 2.278 2.787 -0.975 0.2053
H 2.017 1.978 0.651 0.1771



16
Properties=species:S:1:pos:R:3:nbo_charge:R:1 method="wB97M-V/def2-TZVPD" charge=+1 lumo_ev="-7.640 / -7.679" gap_ev="4.009 / 3.888"
C 0.842 -0.097 2.362 -0.3224
C 0.412 1.159 1.938 0.0680
C 0.483 -0.994 1.340 0.2837
C -0.119 1.069 0.606 0.0037
C -0.601 1.835 -0.412 -0.0113
C -1.028 0.741 -1.368 0.0418
C -0.313 -1.991 -2.505 -0.2837
N -0.115 -0.302 0.333 -0.1901
N -0.625 -0.382 -0.856 -0.1231
H 1.263 -0.395 3.304 0.2826
H 0.551 2.029 2.487 0.2489
H 0.517 -2.043 1.265 0.2636
H -0.485 2.801 -0.646 0.2533
H -1.430 0.674 -2.392 0.2833
H 0.443 -2.723 -2.178 0.1019
H 0.204 -1.380 -3.278 0.0998



DFT total energy for the records above, in order: -990.7808; -1523.1742; -1129.2595; -1172.4884; -500.4058; -521.2103; -975.4335; -2195.8201; -2754.8411; -325.2930; -325.4780; -379.8842 hartree